(1)
{
  "formula": "C10H18NP2",
  "method": "wB97M-V/def2-TZVPD",
  "symbols": ["C", "C", "C", "C", "C", "C", "C", "C", "C", "C", "N", "P", "P", "H", "H", "H", "H", "H", "H", "H", "H", "H", "H", "H", "H", "H", "H", "H", "H", "H", "H"],
  "coordinates": [[3.4315, -0.2664, -0.0704], [-0.8491, -1.6577, 2.6589], [0.3106, 1.5527, -2.6537], [-0.1482, -0.4946, 1.9315], [0.1963, 0.1600, -1.8572], [-2.0645, -1.8891, 1.7949], [1.3042, 2.3546, -1.8531], [0.0174, -0.8278, 0.5117], [-0.0041, 0.4180, -0.3626], [-1.2626, 1.2461, -0.0251], [2.6953, 0.6032, -0.3092], [-1.6762, -1.6263, -0.0205], [1.4330, 1.7274, -0.0659], [4.1524, -1.0497, -0.0159], [-0.1623, -2.5283, 2.3932], [-1.1272, -1.4045, 3.6859], [0.6259, 1.3484, -3.6540], [-0.6355, 2.0205, -2.7382], [-0.8675, 0.4074, 2.1266], [0.7695, -0.1866, 2.5214], [-0.5409, -0.5261, -2.2275], [1.1993, -0.3723, -2.1030], [-2.2887, -3.0456, 1.8618], [-2.8110, -1.1971, 2.1720], [2.3306, 2.1214, -2.2995], [1.0353, 3.4205, -1.9323], [0.8223, -1.4928, 0.1390], [-1.9176, 1.4443, -0.9802], [-1.1098, 2.0033, 0.7784], [-1.8995, 0.5937, 0.6747], [-0.9589, -2.8567, -0.0813]],
  "lowdin_charge": [0.246, -0.254, -0.218, -0.289, -0.205, -0.429, -0.313, -0.496, -0.655, -0.133, -0.114, 1.010, 1.099, 0.126, 0.130, 0.121, 0.104, 0.086, 0.131, 0.129, 0.079, 0.132, 0.115, 0.071, 0.104, 0.091, 0.107, 0.138, 0.084, 0.044, -0.040],
  "relative_energy_ev": 1.7240,
  "charge": 1,
  "smiles": "C#[N+]P1CCC[C@@]1(C)[C@H]1CCCP1",
  "energy_ha": -1128.9237
}



(2)
{
  "formula": "C26H54FNO7",
  "method": "wB97M-V/def2-TZVPD",
  "symbols": ["C", "C", "C", "C", "C", "C", "O", "C", "C", "N", "F", "H", "H", "H", "H", "H", "H", "H", "H", "H", "H", "H", "H", "H", "H", "H", "H", "H", "H", "C", "C", "O", "C", "H", "H", "H", "H", "H", "H", "C", "C", "O", "C", "H", "H", "H", "H", "H", "H", "C", "C", "O", "C", "H", "H", "H", "H", "H", "H", "C", "C", "O", "C", "H", "H", "H", "H", "H", "H", "C", "C", "O", "C", "H", "H", "H", "H", "H", "H", "C", "C", "O", "C", "H", "H", "H", "H", "H", "H"],
  "coordinates": [[-1.2522, 0.8019, 1.4555], [-0.7449, 0.9241, 0.0148], [0.6488, 1.5683, -0.1117], [1.8632, 0.6347, -0.1238], [1.9620, -0.3408, 1.0567], [1.3269, -1.7182, 0.8743], [1.7591, -2.3916, -0.3061], [0.8493, -2.4570, -1.3734], [-0.3571, -3.3604, -1.1456], [-1.2047, -3.4867, -2.3083], [0.0956, -4.6285, -0.8205], [-0.8534, -0.0748, 1.9659], [-2.3385, 0.6777, 1.4531], [-0.9970, 1.6842, 2.0383], [-1.4556, 1.5457, -0.5371], [-0.7809, -0.0548, -0.4698], [0.7704, 2.2693, 0.7193], [0.6782, 2.1716, -1.0218], [2.7442, 1.2790, -0.0901], [1.9411, 0.0939, -1.0699], [3.0084, -0.4777, 1.3363], [1.4741, 0.1239, 1.9211], [1.6370, -2.3556, 1.7057], [0.2368, -1.6594, 0.9198], [1.4046, -2.8557, -2.2254], [0.4721, -1.4659, -1.6585], [-0.9577, -3.0039, -0.3038], [-1.2735, -2.6010, -2.7985], [-0.8201, -4.1858, -2.9418], [0.9322, -7.2776, -5.6313], [0.7805, -6.1077, -4.6953], [-0.2672, -5.8766, -4.1347], [1.9971, -5.2385, -4.4894], [0.0049, -7.8392, -5.6923], [1.2116, -6.9285, -6.6274], [1.7270, -7.9397, -5.2832], [2.3244, -4.8213, -5.4436], [2.8187, -5.8365, -4.0918], [1.7680, -4.4338, -3.7955], [1.5391, 3.8780, 5.0367], [0.5051, 2.8007, 4.8664], [0.1728, 2.3823, 3.7798], [-0.1221, 2.2727, 6.1354], [1.9259, 4.1795, 4.0662], [1.0814, 4.7225, 5.5523], [2.3556, 3.5176, 5.6651], [-0.5953, 3.0935, 6.6779], [0.6482, 1.8520, 6.7844], [-0.8589, 1.5093, 5.8974], [-4.9168, 2.7852, 1.7426], [-4.5895, 3.8972, 2.7122], [-5.4347, 4.3713, 3.4348], [-3.1620, 4.3896, 2.7374], [-5.9687, 2.5271, 1.8358], [-4.7032, 3.1022, 0.7202], [-4.3024, 1.9085, 1.9533], [-2.8705, 4.7535, 1.7510], [-2.4883, 3.5784, 3.0230], [-3.0760, 5.1933, 3.4654], [4.3858, 5.2695, -1.9884], [3.4041, 4.1316, -1.8388], [2.8943, 3.8643, -0.7778], [3.0942, 3.3393, -3.0875], [4.5286, 5.7605, -1.0293], [5.3424, 4.8925, -2.3546], [4.0152, 5.9907, -2.7192], [4.0098, 2.9016, -3.4894], [2.6783, 3.9952, -3.8546], [2.3842, 2.5490, -2.8553], [-2.0378, -7.7224, -8.2899], [-1.5137, -9.1348, -8.3958], [-0.6498, -9.5562, -7.6641], [-2.1333, -9.9989, -9.4686], [-1.5326, -7.1907, -7.4875], [-1.8840, -7.1966, -9.2340], [-3.1112, -7.7375, -8.0937], [-1.9834, -9.5438, -10.4493], [-3.2094, -10.0821, -9.3062], [-1.6828, -10.9878, -9.4507], [-0.3621, 5.4937, 9.4888], [-0.1566, 6.3589, 8.2699], [0.4457, 5.9568, 7.3013], [-0.7406, 7.7482, 8.3190], [0.1012, 4.5221, 9.3363], [0.0745, 5.9744, 10.3660], [-1.4290, 5.3670, 9.6812], [-0.3164, 8.3021, 9.1583], [-1.8197, 7.6936, 8.4731], [-0.5294, 8.2711, 7.3901]],
  "lowdin_charge": [-0.105, -0.235, -0.205, -0.195, -0.155, -0.204, -0.123, -0.182, -0.414, 0.084, 0.008, 0.060, 0.056, 0.035, 0.098, 0.082, 0.108, 0.087, 0.094, 0.098, 0.110, 0.107, 0.126, 0.094, 0.116, 0.109, 0.137, 0.075, 0.040, -0.025, -0.484, 0.064, -0.009, 0.064, 0.090, 0.091, 0.087, 0.091, 0.058, -0.015, -0.485, 0.047, -0.015, 0.084, 0.054, 0.090, 0.076, 0.086, 0.081, -0.020, -0.502, 0.063, -0.016, 0.080, 0.085, 0.067, 0.087, 0.071, 0.080, -0.025, -0.497, 0.073, -0.017, 0.081, 0.084, 0.084, 0.086, 0.085, 0.070, -0.017, -0.501, 0.068, -0.026, 0.067, 0.087, 0.088, 0.084, 0.085, 0.081, -0.021, -0.492, 0.057, -0.020, 0.079, 0.086, 0.087, 0.086, 0.087, 0.083],
  "smiles": "CCCCCCOC[C@@H](N)F.CC(C)=O.CC(C)=O.CC(C)=O.CC(C)=O.CC(C)=O.CC(C)=O",
  "energy_ha": -1704.3338
}



(3)
{
  "formula": "C4H16O4",
  "method": "wB97M-V/def2-TZVPD",
  "symbols": ["C", "C", "C", "C", "H", "H", "H", "H", "H", "H", "H", "H", "H", "H", "O", "H", "H", "O", "H", "H", "O", "H", "H", "O"],
  "coordinates": [[2.0506, -0.4466, -0.9760], [1.6587, -0.4464, -2.4561], [0.7494, 0.7054, -2.7546], [-0.0963, 0.7448, -3.7746], [2.3329, -1.4594, -0.6939], [2.9448, 0.1575, -0.7862], [1.2951, -0.0300, -0.3249], [1.1425, -1.3656, -2.7246], [2.5390, -0.3467, -3.0935], [0.7155, 1.4248, -1.9563], [-0.6815, 1.6201, -4.0000], [-0.0672, -0.0424, -4.5217], [-2.9822, 0.5657, 5.9055], [-2.4981, -0.2905, 4.6911], [-3.1376, 0.3649, 4.9820], [1.6236, -6.6949, -0.5545], [1.0038, -6.6672, 0.7763], [1.6340, -7.1990, 0.2723], [-1.7977, 7.2905, 0.3513], [-1.1253, 5.9262, 0.4962], [-1.9735, 6.3775, 0.6047], [0.4962, -0.1998, 2.3099], [-0.4626, 0.9299, 1.9372], [-0.3533, -0.0278, 1.8868]],
  "lowdin_charge": [-0.115, -0.267, -0.208, -0.007, 0.067, 0.073, 0.043, 0.105, 0.109, 0.089, 0.046, 0.059, 0.027, 0.027, -0.058, 0.035, 0.033, -0.068, 0.032, 0.033, -0.065, 0.034, 0.040, -0.063],
  "relative_energy_ev": 1.5526,
  "smiles": "C=CCC.O.O.O.O",
  "energy_ha": -462.9049
}



(4)
{
  "formula": "C6H17P2",
  "method": "wB97M-V/def2-TZVPD",
  "symbols": ["C", "C", "C", "C", "C", "C", "P", "P", "H", "H", "H", "H", "H", "H", "H", "H", "H", "H", "H", "H", "H", "H", "H", "H", "H"],
  "coordinates": [[-0.1775, -2.2821, -0.5778], [2.8892, 0.0710, -0.8972], [0.8327, 2.0657, -0.4159], [1.5287, 0.0386, 1.6926], [-2.8222, 0.1282, 1.0358], [-0.0847, -0.7824, -0.7987], [-3.5762, 0.5312, -0.4421], [1.2044, 0.2651, -0.1606], [-1.0914, -2.6284, -0.2109], [0.1689, -2.8496, -1.3834], [0.3914, -2.6953, 0.1867], [3.0004, 0.8052, -1.7686], [2.8699, -0.9790, -1.2823], [3.5736, 0.4617, -0.1825], [0.0879, 2.2287, 0.2190], [0.6117, 2.1741, -1.5103], [1.6865, 2.5350, -0.2143], [2.0463, 0.8409, 1.9484], [2.0437, -0.8313, 1.7136], [0.5064, -0.0182, 2.1692], [-2.8027, 0.8877, 1.7384], [-2.9668, -0.8099, 1.4248], [-0.9102, -0.1147, -1.0941], [-4.5784, 1.6245, -0.3175], [-4.4313, -0.6667, -0.8723]],
  "lowdin_charge": [-0.099, -0.167, -0.125, -0.104, -0.398, -0.181, 0.704, 0.900, 0.064, 0.070, 0.055, 0.090, 0.073, 0.043, 0.002, 0.102, 0.011, 0.002, 0.015, 0.091, -0.031, -0.032, 0.011, -0.059, -0.037],
  "relative_energy_ev": 4.0798,
  "charge": 1,
  "energy_ha": -921.0697
}



(5)
{
  "formula": "CClN2O2",
  "method": "wB97M-V/def2-TZVPD",
  "symbols": ["C", "N", "N", "O", "O", "Cl"],
  "coordinates": [[0.3181, 0.8573, 0.2332], [-0.1091, -0.4120, 0.8553], [-0.6538, -1.3987, 0.3165], [1.2875, 0.7441, -0.4826], [-0.3443, 1.8129, 0.5724], [-0.4984, -1.6036, -1.4949]],
  "lowdin_charge": [-0.898, 0.005, -0.355, -0.035, -0.008, 0.291],
  "charge": -1,
  "smiles": "O=C([O-])/N=N\\Cl",
  "energy_ha": -758.3163
}



(6)
{
  "formula": "C28H36CsF6N2O4P2SSb",
  "method": "wB97M-V/def2-TZVPD",
  "symbols": ["Cs", "C", "O", "C", "C", "C", "C", "C", "C", "N", "N", "C", "O", "C", "C", "C", "C", "C", "C", "C", "O", "H", "H", "H", "H", "H", "H", "H", "H", "H", "H", "H", "H", "C", "P", "C", "C", "C", "P", "C", "C", "H", "H", "H", "H", "H", "H", "H", "H", "H", "H", "H", "H", "H", "H", "H", "H", "F", "Sb", "F", "F", "F", "F", "F", "C", "S", "O", "C", "C", "C", "C", "C", "C", "H", "H", "H", "H", "H", "H", "H", "H"],
  "coordinates": [[0.6622, 0.2820, -0.6105], [0.7557, -3.0038, 6.3243], [-0.6547, -3.1145, 6.0782], [-1.3377, -2.4685, 5.1232], [-2.6441, -2.8474, 4.9148], [-3.3982, -2.2032, 3.9348], [-2.9117, -1.1718, 3.1332], [-1.6082, -0.7236, 3.2914], [-0.9539, 0.3150, 2.5353], [-1.3011, 0.9238, 1.4365], [-2.6029, 0.7482, 1.0130], [-2.6576, 0.5489, -0.3093], [-1.7403, 0.2765, -1.1104], [-4.0698, 0.5403, -0.8746], [-4.2224, 0.3524, -2.2436], [-5.4926, 0.3348, -2.8081], [-6.6158, 0.5034, -2.0091], [-6.4662, 0.6968, -0.6406], [-5.1977, 0.7150, -0.0780], [-0.7571, -1.3694, 4.3133], [0.4192, -1.0228, 4.5109], [0.9369, -3.7628, 7.0822], [1.3232, -3.2201, 5.4223], [1.0147, -2.0153, 6.6883], [-3.0577, -3.6474, 5.5157], [-4.4218, -2.5292, 3.7896], [-3.5311, -0.7089, 2.3830], [0.0469, 0.5903, 2.8537], [-3.3344, 0.2204, -2.8475], [-5.6010, 0.1897, -3.8765], [-7.6055, 0.4854, -2.4511], [-7.3383, 0.8330, -0.0113], [-5.0619, 0.8692, 0.9849], [4.1066, -0.8848, 0.7060], [2.8132, -2.1361, 0.3214], [2.7706, -3.0060, 1.9451], [3.8246, -3.3317, -0.6685], [4.3393, -2.7189, -1.9926], [3.1701, -1.4803, -2.7254], [3.9946, -1.1071, -4.3112], [1.8364, -2.5998, -3.3010], [4.3484, -0.2952, -0.1774], [5.0144, -1.3675, 1.0823], [3.7319, -0.1918, 1.4603], [3.7710, -3.2258, 2.3302], [2.2244, -3.9463, 1.8397], [2.2357, -2.4006, 2.6801], [3.1808, -4.1879, -0.8869], [4.6637, -3.7027, -0.0706], [4.5606, -3.5136, -2.7134], [5.2757, -2.1869, -1.8010], [4.2678, -2.0119, -4.8640], [4.8930, -0.5139, -4.1333], [3.3139, -0.5154, -4.9251], [2.2334, -3.4622, -3.8463], [1.1598, -2.0476, -3.9533], [1.2527, -2.9626, -2.4524], [0.6703, 0.3741, -2.9892], [-0.1927, 1.2275, -4.4883], [-1.5432, -0.0827, -4.4577], [0.8784, 0.1381, -5.6025], [-0.8957, 2.1275, -5.9777], [1.1856, 2.5126, -4.3667], [-1.1879, 2.2485, -3.2715], [3.0935, 4.4187, 0.4238], [2.2599, 3.1012, -0.4278], [2.3537, 1.8700, 0.4576], [0.6028, 3.7258, -0.2841], [-0.0254, 4.1851, -1.4298], [-1.3352, 4.6370, -1.3298], [-1.9824, 4.6142, -0.1050], [-1.3423, 4.1308, 1.0319], [-0.0413, 3.6711, 0.9460], [2.6808, 4.4886, 1.4311], [2.9351, 5.3465, -0.1250], [4.1540, 4.1715, 0.4582], [0.4734, 4.1265, -2.3895], [-1.8577, 4.9481, -2.2242], [-3.0168, 4.9281, -0.0423], [-1.8811, 4.0505, 1.9667], [0.4567, 3.2209, 1.7954]],
  "mulliken_spin": [0.001, -0.006, 0.062, 0.227, -0.160, 0.246, -0.122, 0.141, -0.059, 0.139, 0.067, 0.008, 0.033, 0.002, 0.002, -0.001, 0.003, -0.001, 0.005, 0.108, 0.296, -0.001, 0.003, 0.003, -0.004, 0.019, -0.009, -0.004, -0.001, 0.000, 0.000, 0.000, 0.003, 0.000, 0.001, 0.006, 0.000, 0.000, 0.000, 0.000, 0.000, 0.000, 0.000, 0.000, 0.000, 0.001, -0.005, 0.000, 0.000, 0.000, 0.000, 0.000, 0.000, 0.000, 0.000, 0.000, 0.000, 0.000, -0.001, 0.000, 0.000, 0.000, 0.000, 0.000, 0.000, 0.000, 0.000, -0.001, 0.001, 0.001, 0.000, -0.003, 0.004, 0.000, 0.000, 0.000, 0.000, 0.000, 0.000, -0.002, 0.000],
  "s2": 0.82,
  "relative_energy_ev": 1.8571,
  "charge": -1,
  "spin_multiplicity": 2,
  "energy_ha": -3439.6541
}



(7)
{
  "formula": "C3ClO4",
  "method": "wB97M-V/def2-TZVPD",
  "symbols": ["C", "C", "C", "O", "O", "O", "O", "Cl"],
  "coordinates": [[-2.1827, 0.9887, 0.0555], [2.0229, -0.5009, -0.5420], [0.9772, -1.1568, -0.0622], [3.1226, -0.0245, -0.4370], [-2.1324, 2.0533, -0.4273], [-2.3968, -0.0261, 0.5381], [0.0220, -1.8541, -0.4109], [0.5673, 0.5202, 1.2858]],
  "lowdin_charge": [-0.511, -0.346, -0.572, -0.010, 0.148, 0.170, -0.084, 0.205],
  "relative_energy_ev": 0.2782,
  "charge": -1,
  "energy_ha": -875.5067
}